This record from the OMol25 dataset describes the molecule O2S2. The level of theory is ωB97M-V with the def2-TZVPD basis set.

Geometry as XYZ:
```
4
Properties=species:S:1:pos:R:3:forces:R:3:nbo_charge:R:1
O -0.92883 -0.48146 -0.00080 -4.778 -1.116 0.002 -0.6950
O 0.92755 -0.48198 0.00080 4.785 -1.217 -0.002 -0.6956
S -1.08997 0.96659 0.00034 -0.328 1.132 -0.005 0.6943
S 1.09253 0.96426 -0.00034 0.321 1.202 0.005 0.6963
```
Positions in Å, forces in eV/Å.

For the orbital gap (spin up / spin down), the calculation gives 8.2 / 8.1 eV. The spin multiplicity is 1. As for the maximum force: 0.0960 hartree/bohr. Its energy above the lowest of the compared OMol25 structures with the same formula, charge and spin is 214.5 kJ/mol. For the total energy, the calculation gives -946.72588 a.u. The LUMO energy (spin up / spin down) comes out at -0.0523 / -0.0524 Ha. The value obtained for the HOMO energy (spin up / spin down) is -9.6 / -9.6 eV.